55
Properties=species:S:1:pos:R:3 method="wB97M-V/def2-TZVPD" spin_multiplicity=2 charge=+2 gap_ev="5.96 / 6.20" total_energy_ev=-119871.512
Re 0.831 0.133 1.216
C 0.197 0.338 4.961
C -0.351 -0.787 4.150
C -1.097 -1.829 4.696
C -1.604 -2.823 3.875
C -1.388 -2.804 2.496
C -0.663 -1.742 2.017
N -0.156 -0.782 2.827
N -0.228 -1.376 0.722
Si -0.568 -2.367 -0.779
C 0.002 -4.090 -0.372
C 0.471 -1.666 -2.151
C -2.383 -2.223 -1.104
H 0.448 0.007 5.966
H -0.555 1.126 5.046
H 1.081 0.769 4.491
H -1.275 -1.850 5.761
H -2.186 -3.627 4.306
H -1.783 -3.571 1.848
H 0.876 -4.089 0.283
H 0.288 -4.598 -1.296
H -0.771 -4.700 0.096
H 0.334 -0.599 -2.324
H 0.173 -2.175 -3.072
H 1.535 -1.875 -2.010
H -2.985 -2.470 -0.228
H -2.671 -2.911 -1.903
H -2.655 -1.215 -1.423
O -2.877 5.340 -4.049
C -2.786 4.031 -3.785
O -3.239 3.218 -4.535
C -2.134 3.607 -2.489
C -1.898 4.453 -1.414
C -1.314 3.971 -0.249
C -0.973 2.627 -0.173
S -0.271 2.061 1.351
C -1.228 1.763 -1.237
C -1.805 2.256 -2.389
H -2.410 5.885 -3.407
H -2.184 5.497 -1.444
H -1.137 4.633 0.588
H -1.007 0.708 -1.137
H -2.036 1.611 -3.226
Se 4.338 -1.611 1.773
N 5.210 -1.162 0.327
C 4.440 -0.413 -0.450
C 4.727 0.216 -1.703
C 3.740 0.978 -2.248
C 2.463 1.136 -1.620
N 2.156 0.556 -0.485
C 3.152 -0.186 0.082
N 2.860 -0.715 1.263
H 5.693 0.099 -2.175
H 3.903 1.492 -3.185
H 1.698 1.748 -2.082